1 | Here is the ion C2H7N2 with charge +1 from the OMol25 dataset. Energies are from ωB97M-V/def2-TZVPD.

Element x y z (Å)
C (-0.68, 1.50, -0.14)
N (0.17, 0.43, 0.33)
C (0.28, -0.72, -0.30)
N (0.75, -1.80, 0.26)
H (-1.40, 1.19, -0.93)
H (-0.12, 2.23, -0.75)
H (-1.35, 1.89, 0.62)
H (0.49, 0.52, 1.29)
H (-0.35, -0.75, -1.20)
H (1.36, -1.83, 1.07)
H (0.86, -2.66, -0.27)

Output
- LUMO level: -4.05 eV
- HOMO energy: -15.631 eV
- Net charge: +1

***

2 | Here is the ion C2H7N2 with charge +1 from the OMol25 dataset. Energies are from ωB97M-V/def2-TZVPD.

Element x y z (Å)
N (-1.06, -0.65, -0.03)
C (-0.56, 0.71, 0.04)
C (1.16, 0.57, -0.10)
N (1.37, -0.66, 0.07)
H (-1.53, -1.00, 0.79)
H (-1.55, -0.74, -0.89)
H (-0.69, 1.16, 1.01)
H (-0.83, 1.59, -0.64)
H (1.82, 1.50, -0.06)
H (2.31, -1.04, 0.19)
H (0.55, -1.24, -0.11)

Output
- LUMO level: -4.76 eV
- HOMO energy: -15.535 eV
- Net charge: +1

***

The structure with the most favorable energy is 1; the runner-up is 129.5 kJ/mol above it.

***

1 | Here is the ion C2H7N2 with charge +1 from the OMol25 dataset. Energies are from ωB97M-V/def2-TZVPD.

Element x y z (Å)
C (0.65, -1.24, 0.04)
N (0.88, 0.21, -0.16)
C (-0.39, 0.99, -0.05)
N (-1.32, 0.32, 0.62)
H (1.55, -1.82, -0.16)
H (-0.18, -1.48, -0.62)
H (0.31, -1.37, 1.07)
H (-0.66, 1.19, -1.12)
H (-0.10, 1.99, 0.36)
H (1.39, 0.44, -1.01)
H (-2.14, 0.77, 1.04)

Output
- LUMO level: -8.61 eV
- HOMO energy: -15.585 eV
- Net charge: +1

***

2 | Here is the ion C2H7N2 with charge +1 from the OMol25 dataset. Energies are from ωB97M-V/def2-TZVPD.

Element x y z (Å)
C (0.44, 0.71, -1.44)
N (0.05, 0.64, 0.00)
C (-0.34, -0.50, 0.47)
N (-0.35, -0.97, 1.70)
H (1.48, 0.42, -1.51)
H (0.38, 1.73, -1.79)
H (-0.31, 0.16, -2.00)
H (0.11, 1.49, 0.50)
H (-0.52, -1.27, -0.28)
H (-0.66, -0.45, 2.51)
H (-0.28, -1.97, 1.83)

Output
- LUMO level: -4.19 eV
- HOMO energy: -15.757 eV
- Net charge: +1

***

3 | Here is the ion C2H7N2 with charge +1 from the OMol25 dataset. Energies are from ωB97M-V/def2-TZVPD.

Element x y z (Å)
C (-1.41, -0.16, 0.85)
N (-0.23, -0.47, 0.04)
C (0.78, 0.41, -0.11)
N (1.52, 0.30, -1.18)
H (-1.51, 0.87, 1.06)
H (-2.22, -0.65, 0.38)
H (-1.40, -0.63, 1.82)
H (-0.57, -1.07, -0.71)
H (1.05, 1.07, 0.67)
H (1.72, -0.61, -1.67)
H (2.27, 0.94, -1.16)

Output
- LUMO level: -4.50 eV
- HOMO energy: -15.560 eV
- Net charge: +1

***

The structure with the most favorable energy is 2; the runner-up is 20.8 kJ/mol above it.

***

1 | Here is the ion C2H7N2 with charge +1 from the OMol25 dataset. Energies are from ωB97M-V/def2-TZVPD.

Element x y z (Å)
C (-1.44, -0.41, 0.78)
N (-0.03, -0.46, 0.36)
C (0.42, 0.39, -0.52)
N (1.71, 0.64, -0.74)
H (-1.55, 0.33, 1.57)
H (-2.04, -0.14, -0.08)
H (-1.73, -1.37, 1.19)
H (0.64, -1.10, 0.74)
H (-0.29, 0.85, -1.20)
H (2.46, -0.02, -0.61)
H (1.86, 1.29, -1.50)

Output
- LUMO level: -4.16 eV
- HOMO energy: -15.701 eV
- Net charge: +1

***

2 | Here is a structure of composition C2H7N2 from the OMol25 dataset. Energies are from ωB97M-V/def2-TZVPD.

Element x y z (Å)
C (-1.03, 0.45, 1.47)
C (0.66, -0.78, 0.22)
N (-0.16, -0.38, 1.16)
N (0.35, 0.22, -1.38)
H (-1.29, 1.12, 0.65)
H (-1.32, 0.63, 2.51)
H (1.65, -0.46, 0.22)
H (0.41, -1.85, -0.05)
H (-0.47, -0.34, -1.78)
H (0.99, 0.28, -2.14)
H (0.21, 1.11, -0.85)

Output
- LUMO level: -4.00 eV
- HOMO energy: -15.124 eV
- Net charge: +1

***

The structure with the most favorable energy is 1; the runner-up is 233.3 kJ/mol above it.

***

1 | Here is the ion C4H10NS with charge -1 from the OMol25 dataset. Energies are from ωB97M-V/def2-TZVPD.

Element x y z (Å)
C (0.10, -2.61, -1.76)
N (-0.22, -2.11, -0.47)
C (0.43, -0.92, -0.17)
C (0.59, -0.07, 1.13)
C (-0.41, 1.24, 1.40)
S (-0.23, 2.39, 0.02)
H (0.93, -3.34, -1.81)
H (-0.90, -3.08, -2.20)
H (0.26, -1.61, -2.51)
H (-1.00, -2.53, -0.01)
H (1.52, -1.00, -0.39)
H (-0.01, -0.11, -0.72)
H (0.26, -0.74, 1.98)
H (1.68, 0.30, 1.30)
H (-1.40, 0.73, 1.52)
H (-0.38, 2.08, 2.25)

Output
- LUMO level: 3.77 eV
- HOMO energy: -2.089 eV
- Net charge: -1

***

2 | Here is the ion C4H10NS with charge -1 from the OMol25 dataset. Energies are from ωB97M-V/def2-TZVPD.

Element x y z (Å)
C (0.06, 0.63, 1.92)
N (0.07, 1.13, 0.55)
C (0.33, 0.23, -0.60)
C (-0.84, 0.14, -1.59)
C (0.60, -1.27, -0.17)
S (1.29, -2.27, -1.47)
H (1.10, 0.29, 2.04)
H (-0.68, -0.16, 2.16)
H (-0.03, 1.46, 2.63)
H (-0.84, 1.52, 0.31)
H (1.21, 0.49, -1.17)
H (-0.90, 1.12, -2.10)
H (-0.66, -0.59, -2.38)
H (-1.86, 0.02, -1.13)
H (-0.26, -1.63, 0.42)
H (1.41, -1.11, 0.58)

Output
- LUMO level: 3.81 eV
- HOMO energy: -2.218 eV
- Net charge: -1

***

The structure with the most favorable energy is 2; the runner-up is 228.6 kJ/mol above it.

***

1 | Here is a cluster of 2 separate species, H5ISi2 in total from the OMol25 dataset. Energies are from ωB97M-V/def2-TZVPD.

Element x y z (Å)
Si (0.08, -2.49, 0.85)
Si (0.33, 3.60, -0.65)
I (-0.81, -1.71, -1.32)
H (1.53, -2.40, 0.74)
H (-0.39, -3.86, 1.00)
H (-0.47, -1.60, 1.86)
H (-1.03, 4.18, -0.58)
H (0.76, 4.28, -1.90)

Output
- LUMO level: -1.04 eV
- HOMO energy: -8.681 eV
- Net charge: 0

***

2 | Here is an isolated molecule of H5ISi2 from the OMol25 dataset. Energies are from ωB97M-V/def2-TZVPD.

Element x y z (Å)
Si (0.75, -0.90, -0.44)
Si (-0.29, 1.00, 0.57)
I (-2.90, 0.85, -0.08)
H (-0.36, -1.49, -1.35)
H (1.97, -0.66, -1.18)
H (1.11, -1.99, 0.61)
H (-0.24, 2.34, -0.06)
H (-0.05, 0.85, 1.93)

Output
- LUMO level: -0.41 eV
- HOMO energy: -9.350 eV
- Net charge: 0

***

The structure with the most favorable energy is 2; the runner-up is 166.4 kJ/mol above it.

***

1 | Here is an isolated molecule of C5H9NO6 from the OMol25 dataset. Energies are from ωB97M-V/def2-TZVPD.

Element x y z (Å)
C (0.14, 1.50, 1.39)
C (-0.08, 0.51, 0.26)
C (-0.84, 1.18, -0.90)
O (-1.99, 0.95, -1.26)
O (1.14, 0.09, -0.33)
O (1.88, 1.29, -0.76)
N (2.75, 0.89, -1.73)
O (3.09, 1.83, -2.42)
C (-0.68, -0.85, 0.73)
O (0.24, -1.57, 1.50)
C (-1.10, -1.81, -0.37)
O (0.00, -2.60, -0.71)
H (-0.79, 1.62, 1.97)
H (0.93, 1.15, 2.05)
H (0.41, 2.48, 0.98)
H (-0.16, 1.90, -1.39)
H (-1.58, -0.64, 1.34)
H (0.23, -1.23, 2.42)
H (-1.48, -1.24, -1.23)
H (-1.90, -2.44, 0.05)
H (-0.19, -3.02, -1.57)

Output
- LUMO level: -0.31 eV
- HOMO energy: -9.939 eV
- Net charge: 0

***

2 | Here is an isolated molecule of C5H9NO6 from the OMol25 dataset. Energies are from ωB97M-V/def2-TZVPD.

Element x y z (Å)
O (-1.24, 0.52, 2.38)
N (-1.04, 0.55, 1.15)
C (-1.83, 0.20, 0.23)
C (-1.20, -0.06, -1.16)
C (-0.05, -1.06, -0.88)
O (0.66, -1.27, -2.08)
C (0.98, -0.47, -0.05)
O (1.24, -1.35, 1.03)
O (2.14, -0.11, -0.58)
C (0.29, 1.03, 0.76)
O (0.05, 2.11, -0.06)
O (0.97, 1.29, 1.93)
H (-2.79, -0.13, 0.46)
H (-1.90, -0.46, -1.87)
H (-0.89, 0.95, -1.57)
H (-0.49, -1.89, -0.47)
H (0.39, -2.11, -2.45)
H (1.58, -0.85, 1.82)
H (2.13, -0.46, -1.44)
H (0.60, 2.84, 0.31)
H (0.41, 0.75, 2.55)

Output
- LUMO level: 0.42 eV
- HOMO energy: -9.027 eV
- Net charge: 0

***

The structure with the most favorable energy is 2; the runner-up is 316.8 kJ/mol above it.